1.
{
  "formula": "F3HN2O2S",
  "method": "the ωB97M-V functional and the def2-TZVPD basis",
  "total_charge": 0,
  "e_homo_ha": -0.4049,
  "elements": ["N", "N", "O", "O", "F", "F", "F", "S", "H"],
  "coordinates": [[0.26139, -0.51013, -0.16026], [2.83909, -0.52503, -0.50224], [1.23995, 1.68479, -1.14734], [1.66328, 1.13336, 1.24481], [0.12061, -0.71948, -1.48220], [2.50292, -1.47905, 0.38166], [3.94532, 0.10228, -0.00055], [1.38206, 0.75526, -0.07823], [-0.71657, -0.44994, 0.00842]],
  "forces_ev_per_a": [[0.38, -0.04, 0.90], [-1.75, 1.61, -1.37], [0.05, -0.48, 0.26], [-0.52, 0.18, 1.19], [0.43, -0.92, -3.13], [0.80, -0.85, 1.01], [-0.13, -0.03, 0.50], [1.52, -0.63, -1.25], [-0.78, 1.16, 1.90]]
}

---

2.
{
  "formula": "F3HNP",
  "method": "the ωB97M-V functional and the def2-TZVPD basis",
  "total_charge": 0,
  "e_homo_ha": -0.4354,
  "elements": ["N", "F", "F", "F", "P", "H"],
  "coordinates": [[-0.81602, 0.95361, -0.61292], [1.09320, -1.33786, -0.34250], [-0.60311, -0.93092, 1.22451], [1.14564, 0.58771, 1.18379], [0.08045, 0.00250, 0.14794], [-0.90016, 0.72496, -1.60082]],
  "forces_ev_per_a": [[0.91, -0.71, -0.62], [-2.35, 3.60, 0.04], [-0.23, 0.99, -0.87], [-1.30, 0.03, -1.70], [3.24, -4.29, 3.12], [-0.28, 0.38, 0.03]]
}

---

3.
{
  "formula": "F3NS",
  "method": "the ωB97M-V functional and the def2-TZVPD basis",
  "total_charge": 0,
  "e_homo_ha": [-0.3426, -0.3424],
  "elements": ["N", "F", "F", "F", "S"],
  "coordinates": [[-1.26031, -0.26564, 0.54170], [-2.21159, 0.14005, -0.34088], [1.44764, 1.17912, 0.25448], [1.46746, -1.11440, 0.08587], [0.55680, 0.06086, -0.54117]],
  "forces_ev_per_a": [[3.13, 0.33, -1.35], [-0.18, 0.12, -0.31], [-0.99, -0.71, -0.87], [-1.03, 0.69, -0.69], [-0.92, -0.43, 3.22]]
}

---

4.
{
  "formula": "F3Pb4",
  "method": "the ωB97M-V functional and the def2-TZVPD basis",
  "total_charge": 5,
  "e_homo_ha": -1.0521,
  "elements": ["Pb", "Pb", "Pb", "Pb", "F", "F", "F"],
  "coordinates": [[0.17058, -1.80788, 1.73472], [-1.76939, -1.90197, -2.25132], [1.47101, 1.13042, -1.21412], [-2.24328, 2.09766, 0.87053], [0.61614, 1.75536, 1.20587], [2.15041, -0.83089, 0.04467], [-0.39547, -0.44270, -0.39036]],
  "forces_ev_per_a": [[2.84, 0.71, -0.27], [0.02, -0.56, -0.83], [1.87, -0.78, 2.54], [1.39, 1.42, 1.14], [-2.22, -0.61, -1.87], [-2.00, 0.79, 0.02], [-1.90, -0.96, -0.73]]
}

---

5.
{
  "formula": "F4KN2O8S4",
  "method": "the ωB97M-V functional and the def2-TZVPD basis",
  "total_charge": -1,
  "e_homo_ha": -0.2815,
  "elements": ["K", "N", "S", "O", "O", "F", "S", "O", "O", "F", "N", "S", "O", "O", "F", "S", "O", "O", "F"],
  "coordinates": [[-1.99415, 0.73732, -1.38584], [-1.96048, 1.34106, 2.77595], [-1.33273, 0.61658, 4.01371], [-1.63968, 1.04749, 5.38049], [-0.02924, -0.04407, 3.92050], [-2.22354, -0.78863, 3.99930], [-1.92288, 2.92074, 3.28097], [-0.66608, 3.47137, 3.71770], [-3.16103, 3.44953, 3.81149], [-1.94282, 3.72187, 1.88756], [1.02374, -1.33635, -3.87316], [1.38785, -2.73084, -2.93396], [1.94961, -2.45927, -1.60799], [1.66701, -4.02418, -3.62132], [-0.20576, -3.04431, -2.48407], [2.47968, -1.03039, -4.03985], [3.23034, -1.70517, -5.05375], [3.24606, -0.50172, -2.92201], [2.09410, 0.35899, -4.86573]],
  "forces_ev_per_a": [[0.38, -0.16, 0.27], [0.35, 2.53, 0.62], [1.80, -6.25, 4.77], [-0.06, 0.99, -2.47], [-1.34, 2.11, -1.22], [-0.21, 1.21, -0.82], [-0.81, 3.81, -0.82], [-0.50, -1.66, 0.83], [1.07, -1.62, 0.18], [-0.37, -1.16, -1.40], [-2.23, -4.70, 2.90], [-3.56, -4.54, 2.64], [-0.59, -0.44, -2.72], [-0.07, 3.90, 1.22], [0.94, 0.78, -0.65], [6.36, 7.21, -3.17], [-0.30, -0.95, 0.47], [-1.13, -0.91, -0.96], [0.29, -0.14, 0.33]]
}

---

6.
{
  "formula": "F4NP",
  "method": "the ωB97M-V functional and the def2-TZVPD basis",
  "total_charge": 0,
  "e_homo_ha": [-0.4287, -0.4311],
  "elements": ["N", "F", "F", "F", "F", "P"],
  "coordinates": [[-0.52693, -0.45494, 0.33386], [-1.80541, 1.10204, -0.09852], [-1.25014, -1.42265, -0.15188], [1.79726, -0.75079, 0.35135], [0.96762, 1.43504, 0.19048], [0.81761, 0.09132, -0.62529]],
  "forces_ev_per_a": [[-3.82, 2.25, 1.76], [2.53, -2.65, 0.39], [0.30, -0.19, -0.63], [-0.63, 0.13, -0.89], [-0.26, -0.48, -0.54], [1.89, 0.93, -0.10]]
}

---

7.
{
  "formula": "F4P2S2",
  "method": "the ωB97M-V functional and the def2-TZVPD basis",
  "total_charge": 0,
  "e_homo_ha": [-0.3877, -0.3836],
  "elements": ["F", "F", "F", "F", "P", "P", "S", "S"],
  "coordinates": [[-0.28149, -0.24204, 1.39544], [2.00031, 0.25316, 1.00616], [0.15289, -0.51207, -2.92780], [-1.52848, 1.19266, -2.55127], [0.87148, 0.72051, 2.16866], [-0.63842, 0.18382, -1.60830], [-2.06469, -1.19386, -1.27648], [1.48841, -0.40218, 3.79358]],
  "forces_ev_per_a": [[1.14, 1.30, 1.49], [-1.25, 0.99, 1.71], [-0.79, 0.94, 1.78], [0.89, -0.41, 0.77], [0.44, -2.77, -2.50], [0.19, 0.03, -3.15], [-0.28, -0.53, 0.47], [-0.34, 0.44, -0.57]]
}

---

8.
{
  "formula": "F5LiSr",
  "method": "the ωB97M-V functional and the def2-TZVPD basis",
  "spin_multiplicity": 2,
  "total_charge": -1,
  "e_homo_ha": [-0.2304, -0.2100],
  "elements": ["Sr", "Li", "F", "F", "F", "F", "F"],
  "coordinates": [[0.28531, -0.42615, 0.05734], [-2.12899, -0.15494, -1.57069], [0.82644, 0.13184, 2.65385], [1.62683, 1.62213, -0.04506], [1.01178, -2.68014, 1.33597], [-1.70737, 1.23408, -0.05908], [0.08603, 0.27321, -2.37230]],
  "forces_ev_per_a": [[1.52, 1.42, 0.65], [1.11, 1.97, 0.17], [0.03, 0.16, -0.69], [-0.27, -0.97, 0.68], [-0.64, 1.10, -0.92], [-0.33, -2.27, -0.86], [-1.42, -1.41, 0.97]]
}

---

9.
{
  "formula": "F6H24O12P",
  "method": "the ωB97M-V functional and the def2-TZVPD basis",
  "total_charge": -1,
  "e_homo_ha": -0.2933,
  "elements": ["P", "F", "F", "F", "F", "F", "F", "O", "H", "H", "O", "H", "H", "O", "H", "H", "O", "H", "H", "O", "H", "H", "O", "H", "H", "O", "H", "H", "O", "H", "H", "O", "H", "H", "O", "H", "H", "O", "H", "H", "O", "H", "H"],
  "coordinates": [[0.69430, 0.36124, 0.46025], [0.82286, 0.84587, 2.04496], [-0.88246, 0.20296, 0.66504], [0.53551, 1.88331, -0.01768], [0.63428, -0.09027, -1.08966], [2.30947, 0.56398, 0.42236], [0.89507, -1.16968, 0.87203], [0.31794, -4.00387, -0.47216], [1.04856, -3.35011, -0.55543], [0.13866, -4.26222, -1.38043], [1.67082, 2.55740, -2.49474], [1.34728, 2.53381, -3.39948], [0.90486, 2.29667, -1.95696], [-3.24567, 0.22008, 1.72338], [-2.33332, 0.41110, 1.98358], [-3.75547, 0.22042, 2.53983], [3.83615, 1.20633, 2.70801], [3.03355, 1.16386, 2.16404], [4.51993, 0.86196, 2.12713], [-1.15506, 1.95989, -2.36541], [-2.07339, 2.07490, -2.08292], [-1.09730, 1.03342, -2.63653], [-1.31707, -1.78212, -2.12268], [-2.19311, -1.77113, -1.71960], [-0.71886, -1.65054, -1.37561], [-3.81221, 1.16315, -1.13440], [-3.97977, 0.25735, -1.41885], [-3.52536, 1.05432, -0.21258], [2.58176, -2.46882, -0.99306], [2.88258, -2.28883, -0.09510], [2.58934, -1.60223, -1.42544], [-0.64079, 3.20872, 2.12535], [-0.27642, 2.31659, 2.23450], [-0.53154, 3.37696, 1.18541], [-3.36078, -2.05201, 0.01124], [-2.83147, -2.82390, 0.24171], [-3.19473, -1.39216, 0.70226], [0.22546, -0.58035, 4.78370], [0.42283, -0.39414, 3.85803], [1.09097, -0.61819, 5.20124], [3.03782, -0.14260, -2.96024], [2.39454, 0.29274, -2.37808], [2.99022, 0.37614, -3.76699]],
  "forces_ev_per_a": [[1.23, 0.27, 0.30], [-0.45, -0.31, -0.05], [-0.30, 0.11, -0.30], [-0.27, 0.14, 0.33], [0.12, 0.01, 0.06], [0.06, -0.41, -0.72], [-0.02, -0.13, 0.47], [0.19, 0.19, 0.14], [-0.35, -0.36, -0.12], [-0.04, 0.10, -0.03], [0.17, -0.19, -0.03], [-0.20, 0.10, 0.08], [0.00, 0.22, -0.17], [-0.04, -0.04, 0.23], [-0.05, 0.05, -0.16], [-0.02, 0.05, -0.06], [-0.11, -0.02, 0.03], [0.23, 0.03, 0.17], [-0.02, 0.02, -0.04], [-0.08, 0.02, -0.38], [0.04, -0.25, 0.10], [-0.10, 0.00, 0.23], [-0.07, 0.09, -0.25], [0.00, -0.07, 0.21], [-0.05, -0.06, -0.16], [0.04, -0.04, 0.16], [0.05, 0.02, -0.01], [-0.06, 0.04, -0.10], [0.30, 0.05, 0.07], [-0.05, 0.07, -0.04], [0.02, -0.22, -0.14], [-0.26, -0.08, 0.24], [0.03, 0.45, 0.02], [0.04, -0.04, -0.02], [-0.12, -0.16, -0.14], [0.08, 0.10, 0.00], [0.02, 0.08, 0.05], [0.00, -0.06, 0.00], [0.02, 0.07, -0.07], [0.00, 0.04, -0.02], [-0.18, -0.15, 0.24], [0.17, 0.26, -0.17], [0.03, 0.01, 0.04]]
}

---

10.
{
  "formula": "F6H28O14P",
  "method": "the ωB97M-V functional and the def2-TZVPD basis",
  "total_charge": -1,
  "e_homo_ha": -0.2793,
  "elements": ["P", "F", "F", "F", "F", "F", "F", "O", "H", "H", "O", "H", "H", "O", "H", "H", "O", "H", "H", "O", "H", "H", "O", "H", "H", "O", "H", "H", "O", "H", "H", "O", "H", "H", "O", "H", "H", "O", "H", "H", "O", "H", "H", "O", "H", "H", "O", "H", "H"],
  "coordinates": [[0.42937, -0.27378, -0.09910], [1.73171, 0.59928, 0.19613], [0.13960, 0.59388, -1.41926], [1.17731, -1.37537, -1.02744], [-0.96848, -1.08611, -0.38203], [0.69506, -1.18008, 1.22667], [-0.44320, 0.70400, 0.86603], [0.89766, 3.36164, 0.25587], [0.74759, 2.41211, 0.13147], [0.76719, 3.51403, 1.21253], [-1.26899, 0.36036, -4.13238], [-1.42183, 1.02002, -3.44697], [-0.81665, 0.84586, -4.82705], [-0.18055, 2.84382, -3.03834], [-0.46597, 2.52227, -2.17546], [0.60772, 2.32639, -3.23734], [3.10054, -3.05658, 1.07805], [2.24386, -2.76789, 1.41872], [3.05882, -4.01786, 1.09052], [0.21792, -0.10841, 4.50543], [-0.53353, -0.50890, 4.01424], [-0.18704, 0.27700, 5.28725], [-1.84788, -1.26140, 3.06350], [-1.52535, -1.15652, 2.15562], [-2.53236, -1.93401, 3.00693], [2.19925, -3.99982, -1.95563], [2.04698, -3.05746, -2.09365], [3.12732, -4.06117, -1.71012], [-3.01682, 0.54714, -0.16659], [-2.16575, 0.07878, -0.28116], [-2.77060, 1.49356, -0.09389], [-3.74673, -1.19156, -2.74926], [-3.10164, -0.51823, -2.50374], [-3.82649, -1.11392, -3.70430], [-1.73025, -3.63396, -1.96594], [-0.79409, -3.60842, -1.73494], [-2.15069, -3.00942, -1.36429], [0.38169, 3.06318, 2.93642], [0.69041, 2.19056, 3.23661], [0.18616, 3.54940, 3.74261], [-2.37986, 3.16264, 0.36379], [-2.61310, 3.99945, 0.77369], [-1.43396, 3.05109, 0.55928], [2.45969, 0.66163, 2.90334], [1.81589, 0.11950, 3.39174], [2.22458, 0.54948, 1.96616], [3.62148, -0.00929, -2.00990], [2.97654, -0.69944, -1.81203], [4.37748, -0.21743, -1.45185]],
  "forces_ev_per_a": [[-1.12, -0.96, 0.03], [0.36, -0.40, -0.27], [-0.08, 0.44, 0.31], [0.51, 0.36, 0.44], [0.41, -0.54, 0.18], [0.26, -0.29, -0.30], [0.29, 0.53, -0.35], [-0.49, 0.11, 0.04], [0.32, 0.47, 0.20], [0.21, -0.36, -0.38], [-0.25, -0.32, -0.14], [0.20, 0.13, -0.12], [-0.03, 0.10, 0.07], [-0.16, 0.10, -0.24], [0.22, 0.17, 0.08], [0.00, 0.01, 0.22], [0.08, -0.12, 0.13], [0.06, 0.13, -0.17], [-0.09, 0.06, -0.03], [-0.40, -0.09, -0.09], [0.29, 0.06, 0.22], [0.08, 0.00, -0.01], [0.04, -0.08, -0.29], [-0.08, 0.12, 0.06], [0.02, 0.05, 0.05], [0.05, -0.10, -0.22], [-0.07, -0.07, 0.16], [-0.06, 0.10, 0.07], [0.49, 0.26, -0.42], [-1.03, 0.41, 0.17], [-0.43, -0.69, 0.14], [-0.22, 0.01, 0.00], [-0.11, -0.03, 0.10], [0.22, -0.03, 0.02], [0.12, -0.26, 0.15], [-0.09, 0.06, -0.01], [0.03, 0.13, -0.24], [-0.17, -0.09, 0.49], [0.18, 0.06, -0.26], [0.02, 0.00, -0.06], [0.45, 0.25, 0.09], [-0.05, -0.03, -0.04], [-0.08, 0.12, -0.06], [-0.32, -0.07, -0.08], [0.20, 0.20, -0.13], [0.23, 0.04, 0.52], [0.19, -0.19, -0.22], [-0.04, 0.19, 0.12], [-0.10, 0.04, 0.05]]
}